A) Entry from OMol25: an isolated ion of composition CHF3NO2S and charge -1 (ωB97M-V/def2-TZVPD).

- total charge = -1
- M (g mol⁻¹) = 148.09
- Kohn-Sham gap (eV) = 8.226
- LUMO (hartree) = 0.1518
- HOMO level (eV) = -4.10

Geometry (Å):
S -1.46080 -0.50082 -0.56480
F -0.03464 -0.13967 1.75295
F 1.72105 1.05029 1.42258
F 1.70654 -0.89883 0.77654
O -2.51857 0.49338 -0.80058
O -1.11450 -1.34150 -1.74185
N 0.17938 0.51479 -0.39119
C 0.93243 0.14621 0.79587
H 0.58912 0.67614 -1.24953

---

B) Entry from OMol25: a 2-piece molecular cluster, CHF3NO2S overall (ωB97M-V/def2-TZVPD).

- total charge = -1
- M (g mol⁻¹) = 148.09
- Kohn-Sham gap (eV) = 8.460
- LUMO (hartree) = 0.1445
- HOMO level (eV) = -4.53

Geometry (Å):
S 2.26777 -0.08440 0.08440
F -2.69534 -0.92930 0.06665
F -2.10158 0.67495 -1.19215
F -1.94292 0.85113 0.93481
O 2.03933 1.33236 -0.03870
O 3.71526 -0.50740 -0.05879
N 1.19172 -1.04660 0.23973
C -1.80577 0.03883 -0.07044
H -0.66847 -0.32958 0.03450

---

C) Entry from OMol25: an isolated ion of composition CHF3NO2S and charge -1 (ωB97M-V/def2-TZVPD).

- total charge = -1
- M (g mol⁻¹) = 148.09
- Kohn-Sham gap (eV) = 8.306
- LUMO (hartree) = 0.1518
- HOMO level (eV) = -4.18

Geometry (Å):
S -0.20023 0.05847 2.01660
F 2.66470 0.26096 0.66426
F 1.75038 -1.61129 0.15391
F 2.08421 -0.05479 -1.36244
O -0.34463 -1.39889 2.38784
O -1.43451 0.83403 1.98711
N 0.25051 0.21207 0.15152
C 1.71912 -0.28658 -0.04772
H -0.19971 -0.03207 -0.72531

---

Least stable: B)

---

A) Entry from OMol25: an isolated ion of composition C5H12NS2 and charge -1 (ωB97M-V/def2-TZVPD).

- total charge = -1
- M (g mol⁻¹) = 150.29
- SMILES = [S-]CCCNCCS
- Kohn-Sham gap (eV) = 5.522
- LUMO (hartree) = 0.1138
- HOMO level (eV) = -2.43

Geometry (Å):
S 1.40975 -1.51415 2.73505
S -2.99334 1.36125 1.43089
N 0.12453 0.50206 -1.47022
C 0.84868 -0.99724 1.01037
C 1.41571 -0.20376 -1.23246
C -1.98337 1.10426 -0.24510
C 1.43683 -1.41491 -0.26245
C -0.44011 1.10697 -0.26660
H 2.17609 0.44499 -0.75042
H -2.42146 1.99138 -0.82161
H -2.47398 0.33060 -0.77381
H -2.30676 0.86549 2.55963
H 2.44480 -1.74565 -0.16040
H -0.00976 0.76592 0.76570
H 1.71722 -0.64198 -2.22407
H 0.83272 -2.29783 -0.63192
H -0.51166 -0.27909 -1.87819
H -0.31177 2.18579 -0.06004
H 0.99990 0.08690 1.20963
H 0.04598 -1.65101 1.06602

---

B) Entry from OMol25: an isolated ion of composition C5H12NS2 and charge -1 (ωB97M-V/def2-TZVPD).

- total charge = -1
- M (g mol⁻¹) = 150.29
- SMILES = [S-]CCCNCCS
- Kohn-Sham gap (eV) = 5.503
- LUMO (hartree) = 0.1091
- HOMO level (eV) = -2.53

Geometry (Å):
S 1.66418 -1.72364 -1.25180
S 0.37761 3.37593 1.21127
N -0.91594 -0.43469 0.79189
C -0.40137 0.82104 0.25061
C 0.27764 1.54741 1.38054
C -0.03260 -2.13882 -1.71723
C -0.99239 -2.48842 -0.57929
C -1.76968 -1.24681 -0.08420
H 0.29884 0.58835 -0.55357
H -0.51969 -1.38362 -2.33441
H -0.87858 3.63229 1.59810
H -1.75264 -3.23004 -0.86114
H -2.09276 -0.67515 -0.93742
H 0.03526 -2.97640 -2.36587
H 1.28316 1.24159 1.66266
H -0.11510 -0.96036 1.08119
H -1.21142 1.37454 -0.22231
H -0.25250 1.36863 2.31715
H -2.56252 -1.60046 0.56296
H -0.43655 -2.85899 0.28193

---

Least stable: A)